(1)
Molecular formula: CH3PSi
Method: DFT, wB97M-V/def2-TZVPD

Computed properties:
Structure (SMILES): C1=P[SiH2]1
LUMO energy, eV: 0.01
E_HOMO, eV: -8.73

ORCA input file:
```
! wB97M-V def2-TZVPD RIJCOSX def2/J DEFGRID3
* xyz 0 1
C 0.6604 -0.3980 -0.7379
P 1.1543 1.1956 -0.4897
Si -0.5239 0.1768 0.6012
H 0.8980 -1.0857 -1.5087
H -1.8840 0.4249 0.0557
H -0.3047 -0.3135 2.0794
*
```

Here are the Mulliken charges for atoms 1 to 5, given in e: atom 1 (C): -0.319, atom 2 (P): -0.099, atom 3 (Si): 0.100, atom 4 (H): 0.400, atom 5 (H): -0.047


(2)
Molecular formula: C4H11NO2
Method: DFT, wB97M-V/def2-TZVPD

Computed properties:
LUMO energy, eV: 0.69
E_HOMO, eV: -8.39

ORCA input file:
```
! wB97M-V def2-TZVPD RIJCOSX def2/J DEFGRID3
* xyz 0 1
C -1.3419 -0.6790 0.4038
C -0.3402 -0.5802 -0.5656
C -1.0305 2.1771 0.5028
C 1.9208 -1.4777 -0.7314
N 1.0346 -0.4645 -0.1883
O -1.1206 1.1923 1.3424
O 1.2092 -0.4885 1.2377
H 0.7103 0.2963 1.5415
H -1.1355 -1.0209 1.4024
H -2.3706 -0.6966 0.0648
H -0.6294 0.7099 -0.9580
H -0.5051 -1.0164 -1.5484
H -0.7512 1.6900 -0.6943
H -0.1486 2.8279 0.5892
H -1.9612 2.7011 0.2340
H 2.9425 -1.2316 -0.4486
H 1.6725 -2.4824 -0.3653
H 1.8447 -1.4566 -1.8188
*
```

Here are the Mulliken charges for atoms 1 to 5, given in e: atom 1 (C): -0.643, atom 2 (C): -0.156, atom 3 (C): -0.450, atom 4 (C): -0.951, atom 5 (N): 0.086


(3)
Molecular formula: C19H22B2O4
Method: DFT, wB97M-V/def2-TZVPD

Computed properties:
Structure (SMILES): Cc1ccc(B2OCC3(CO2)COB(c2ccc(C)cc2)OC3)cc1
LUMO energy, eV: 0.51
E_HOMO, eV: -8.96

ORCA input file:
```
! wB97M-V def2-TZVPD RIJCOSX def2/J DEFGRID3
* xyz 0 1
C -6.6779 5.0166 0.1040
C -5.5142 4.0946 0.3024
C -5.3913 2.9824 -0.5195
C -4.1668 2.2601 -0.4081
C -3.2238 2.6254 0.5137
B -1.8309 1.8981 0.4625
O -1.0200 2.0317 1.5921
C 0.3376 2.0093 1.3731
C 0.7818 0.8240 0.4641
C -0.2724 0.4690 -0.6402
O -1.3655 1.3034 -0.6842
C 0.8453 -0.3944 1.4323
O 1.1644 -1.6207 0.7177
B 2.1671 -1.4987 -0.2830
C 3.1107 -2.7961 -0.6422
C 3.2821 -3.5972 0.4478
C 3.8438 -4.8661 0.2880
C 4.4255 -5.2621 -0.8649
C 5.0182 -6.6209 -1.1509
C 4.4657 -4.3020 -1.9188
C 3.6973 -3.1535 -1.8254
O 2.6913 -0.1601 -0.6162
C 2.1346 1.1020 -0.1700
C -3.3558 3.7618 1.3029
C -4.4809 4.4755 1.1835
H -7.5365 4.4402 -0.1502
H -6.9256 5.5870 0.9349
H -6.3993 5.6514 -0.7031
H -6.1980 2.7516 -1.1517
H -3.9425 1.4336 -1.0892
H 0.6059 3.0326 0.9400
H 0.8352 1.8504 2.3194
H -0.6511 -0.5359 -0.3673
H 0.0713 0.3934 -1.7047
H -0.1621 -0.6093 1.7758
H 1.4871 -0.2592 2.2769
H 2.8274 -3.2521 1.3917
H 3.6498 -5.5862 1.0843
H 4.5461 -7.3761 -0.5162
H 4.8759 -7.0630 -2.1962
H 6.0884 -6.6312 -1.0436
H 4.7912 -4.6475 -2.8544
H 3.7036 -2.5009 -2.7350
H 2.7971 1.5668 0.6043
H 1.9992 1.8079 -1.0066
H -2.5862 4.0214 1.9786
H -4.5429 5.3429 1.7516
*
```

Here are the Mulliken charges for atoms 1 to 5, given in e: atom 1 (C): -1.703, atom 2 (C): 0.979, atom 3 (C): -0.736, atom 4 (C): -0.487, atom 5 (C): 0.247


(4)
Molecular formula: CH4INO
Method: DFT, wB97M-V/def2-TZVPD

Computed properties:
Structure (SMILES): CONI
LUMO energy, eV: -0.27
E_HOMO, eV: -9.01

ORCA input file:
```
! wB97M-V def2-TZVPD RIJCOSX def2/J DEFGRID3
* xyz 0 1
C 0.5634 0.1441 0.9198
O -0.6751 0.3073 0.2618
N -0.5373 0.2937 -1.1175
I -0.2786 -1.6562 -1.9077
H 0.3781 0.4234 1.9544
H 1.3290 0.7846 0.4818
H 0.8913 -0.8997 0.8687
H -1.6709 0.6028 -1.4614
*
```

Here are the Mulliken charges for atoms 1 to 5, given in e: atom 1 (C): -0.494, atom 2 (O): -0.151, atom 3 (N): -0.516, atom 4 (I): 0.096, atom 5 (H): 0.218


(5)
Molecular formula: C16H48O8
Method: DFT, wB97M-V/def2-TZVPD

Computed properties:
<S²>: 0.751
LUMO energy (alpha / beta), eV: 2.73 / 2.65
E_HOMO (alpha / beta), eV: 0.03 / -7.14

ORCA input file:
```
! wB97M-V def2-TZVPD RIJCOSX def2/J DEFGRID3
* xyz -1 2
C 3.9598 0.7395 0.3618
C 4.2724 -0.2444 -0.7330
O 3.0969 -0.9890 -0.9764
H 4.7070 1.5234 0.4850
H 3.8312 0.2294 1.3165
H 3.0253 1.2687 0.1753
H 5.0664 -0.8783 -0.3383
H 4.5895 0.3329 -1.6015
H 2.8695 -1.4517 -0.1666
C 0.8193 4.4548 -0.4063
C 1.2241 4.8349 0.9666
O 0.5826 6.0394 1.3341
H 1.3003 3.5084 -0.6535
H 1.1147 5.2559 -1.0839
H -0.2321 4.2472 -0.6051
H 2.2956 4.9671 1.1165
H 0.9917 4.0499 1.6863
H 0.6541 6.0959 2.2898
C 1.7457 -3.8423 -0.2448
C 1.9819 -3.5616 1.2657
O 2.3553 -2.3062 1.5022
H 1.5374 -4.9008 -0.4008
H 2.6655 -3.8507 -0.8296
H 1.0096 -3.2714 -0.8108
H 2.7104 -4.2983 1.6044
H 1.0187 -3.7352 1.7456
H 1.9095 -1.9438 2.2713
C -1.9713 -4.5171 0.5259
C -1.8645 -5.9955 0.8115
O -0.5834 -6.2660 1.3485
H -2.9698 -4.3276 0.1319
H -1.3276 -4.1738 -0.2840
H -1.8077 -3.8123 1.3411
H -2.0615 -6.6200 -0.0599
H -2.6528 -6.1994 1.5362
H 0.0476 -6.4386 0.6459
C 2.9672 3.4118 -3.2913
C 1.9908 2.6454 -4.2021
O 0.7577 2.7028 -3.4501
H 2.8023 4.4877 -3.3477
H 3.9993 3.1805 -3.5547
H 2.9444 3.1655 -2.2297
H 2.2994 1.6102 -4.3480
H 1.8198 3.1305 -5.1631
H 0.8183 2.1435 -2.6722
C -6.3029 1.1697 -0.4408
C -5.1669 0.3243 0.1040
O -5.7087 -0.8621 0.5282
H -6.0063 2.1989 -0.6428
H -7.1628 1.0765 0.2225
H -6.5596 0.7161 -1.3981
H -4.7061 0.8388 0.9473
H -4.3524 0.1600 -0.6015
H -5.1699 -1.1820 1.2555
C -0.8184 -0.6625 -0.9834
C 0.0453 0.5665 -0.5231
O 1.0725 0.6974 -1.4893
H -1.0618 -0.6619 -2.0459
H -1.7182 -0.8414 -0.3948
H -0.2310 -1.5671 -0.8256
H 0.4766 0.4174 0.4668
H -0.6324 1.4126 -0.6372
H 1.6505 -0.0511 -1.3242
C -2.1677 1.4408 2.5210
C -1.1577 0.3770 3.0051
O -1.3499 -0.8582 2.3949
H -2.0371 1.6105 1.4522
H -1.9750 2.3963 3.0087
H -3.1996 1.1158 2.6538
H -1.2481 0.2719 4.0863
H -0.1887 0.8545 2.8602
H -0.6343 -1.3603 2.7917
*
```

Here are the Mulliken charges for atoms 1 to 5, given in e: atom 1 (C): -0.896, atom 2 (C): -0.344, atom 3 (O): -0.624, atom 4 (H): 0.463, atom 5 (H): 0.343


(6)
Molecular formula: CH2Cl2O3S
Method: DFT, wB97M-V/def2-TZVPD

Computed properties:
LUMO energy (alpha / beta), eV: -1.77 / -1.76
E_HOMO (alpha / beta), eV: -10.12 / -9.33

ORCA input file:
```
! wB97M-V def2-TZVPD RIJCOSX def2/J DEFGRID3
* xyz 0 1
C 0.1819 1.4239 0.2671
O 0.7817 -1.0752 2.2733
O 2.7422 0.4000 2.3894
O 2.5662 0.1431 -1.1368
S 1.8157 -0.3475 1.6326
Cl 1.0287 1.4898 -1.1621
Cl 3.9440 0.9404 -0.6211
H 0.3316 2.0231 1.0068
H -0.7503 0.7726 0.2266
*
```

Here are the Mulliken charges for atoms 1 to 5, given in e: atom 1 (C): -0.696, atom 2 (O): -0.436, atom 3 (O): -0.363, atom 4 (O): -0.365, atom 5 (S): 0.792


The following total energy values (in eV) correspond, in order, to the records above: -18249.6669 -9905.5844 -29606.1280 -12736.9199 -33747.0984 -43085.3955.